# 1
Computed, not measured: a structure of composition C31H49IrNO2SeSi, with ωB97M-V/def2-TZVPD.

```
86
Properties=species:S:1:pos:R:3
Ir 0.060 -1.857 -0.062
C -2.308 4.792 0.135
C -3.468 3.794 0.144
C -4.364 4.079 -1.074
C -4.281 4.003 1.434
C -2.977 2.356 0.085
C -1.638 2.026 0.044
C -1.246 0.690 -0.011
N 0.020 0.165 -0.051
C 1.267 0.730 -0.059
C 1.604 2.081 -0.093
C 2.928 2.468 -0.088
C 3.936 1.477 -0.044
C 3.685 0.126 -0.019
C 2.319 -0.262 -0.040
O 1.968 -1.529 -0.048
C 4.809 -0.906 0.027
C 6.184 -0.236 0.057
C 4.749 -1.809 -1.219
C 4.678 -1.771 1.296
C 3.358 3.927 -0.121
C 4.163 4.242 1.153
C 4.241 4.174 -1.356
C 2.157 4.873 -0.184
C -2.257 -0.341 -0.019
O -1.852 -1.592 -0.068
C -3.640 -0.014 0.028
C -3.945 1.325 0.077
C -4.722 -1.092 0.031
C -6.120 -0.473 0.086
C -4.561 -1.998 1.268
C -4.632 -1.938 -1.253
H -2.701 5.808 0.173
H -1.714 4.699 -0.776
H -1.661 4.654 1.004
H -4.679 5.123 -1.054
H -5.263 3.463 -1.076
H -3.825 3.899 -2.006
H -4.600 5.044 1.494
H -3.679 3.777 2.316
H -5.175 3.380 1.462
H -0.896 2.806 0.058
H 0.826 2.824 -0.133
H 4.964 1.802 -0.032
H 6.368 0.358 -0.840
H 6.949 -1.012 0.099
H 6.309 0.397 0.938
H 4.791 -1.217 -2.135
H 3.838 -2.404 -1.230
H 5.603 -2.489 -1.213
H 4.659 -1.149 2.193
H 5.534 -2.444 1.365
H 3.772 -2.372 1.269
H 5.085 3.662 1.206
H 3.574 4.032 2.047
H 4.434 5.298 1.158
H 5.165 3.598 -1.322
H 4.510 5.230 -1.402
H 3.710 3.914 -2.274
H 1.517 4.756 0.693
H 1.567 4.699 -1.087
H 2.506 5.905 -0.207
H -4.986 1.603 0.116
H -6.269 0.112 0.996
H -6.858 -1.275 0.087
H -6.319 0.157 -0.782
H -4.596 -1.408 2.186
H -3.622 -2.544 1.238
H -5.378 -2.722 1.296
H -4.722 -1.307 -2.140
H -5.447 -2.664 -1.267
H -3.692 -2.481 -1.305
C 1.462 -6.970 1.055
Si 0.019 -6.632 -0.083
C 0.275 -6.990 -1.898
C -1.688 -6.947 0.605
Se 0.078 -4.147 -0.135
H 1.617 -8.043 1.190
H 1.289 -6.526 2.036
H 2.378 -6.544 0.644
H 0.297 -8.065 -2.091
H 1.218 -6.564 -2.240
H -0.531 -6.556 -2.489
H -1.884 -8.019 0.689
H -2.449 -6.515 -0.046
H -1.792 -6.505 1.596
```

Calculated values
total energy: -114584.99980 eV
2S+1: 5
charge: +1
HOMO energy (alpha / beta): -9.998 / -10.897 eV

Results of the Löwdin charge analysis, in e, for atoms 1 through 4: atom 1 (Ir): 1.076, atom 2 (C): -0.062, atom 3 (C): -0.551, atom 4 (C): -0.032

# 2
Computed, not measured: a structure of composition C25H28BN7O2Sn in a non-equilibrium geometry, with ωB97M-V/def2-TZVPD.

```
64
Properties=species:S:1:pos:R:3
H 1.850 -0.767 2.079
N 1.135 -2.214 0.685
B 0.245 -4.309 -0.481
N 0.754 -3.526 0.801
C 0.837 -3.906 2.093
Sn 1.320 -1.091 -1.513
H 0.563 -4.915 2.383
C 1.303 -2.816 2.823
H 1.489 -2.764 3.876
C 1.488 -1.772 1.906
H -0.038 -5.438 -0.203
C 0.253 0.107 -2.905
H 0.749 1.087 -2.934
H -0.786 0.262 -2.607
H 0.299 -0.349 -3.903
N 1.270 -4.226 -1.640
N -0.971 -3.454 -0.937
N 1.692 -3.010 -2.173
N -0.850 -2.106 -1.187
C 2.064 -5.195 -2.111
C -2.248 -3.845 -1.077
H 1.911 -6.209 -1.779
H -2.508 -4.879 -0.876
C 3.037 -4.626 -2.932
C -2.988 -2.731 -1.449
C 2.805 -3.257 -2.940
C -2.084 -1.660 -1.494
H 3.848 -5.140 -3.416
H -4.042 -2.682 -1.649
H 3.410 -2.474 -3.397
H -2.296 -0.630 -1.741
H 2.840 -1.592 -0.689
C -3.263 1.496 2.948
C -2.923 1.860 1.525
C -3.715 1.355 0.495
C -3.449 1.665 -0.842
C -2.351 2.461 -1.147
C -1.509 2.917 -0.117
N -0.372 3.613 -0.491
C 0.853 3.775 0.169
C 1.442 5.054 0.200
C 2.617 5.276 0.913
C 3.260 4.215 1.569
C 2.722 2.937 1.480
C 1.560 2.695 0.744
C 1.356 1.284 0.272
O 2.472 0.681 0.115
O 0.224 0.773 0.013
C -1.842 2.701 1.236
C -1.068 3.341 2.337
H -2.413 1.026 3.462
H -3.564 2.377 3.532
H -4.101 0.789 2.960
H -4.565 0.719 0.755
H -4.092 1.289 -1.641
H -2.098 2.703 -2.183
H -0.401 4.025 -1.417
H 0.954 5.869 -0.345
H 3.058 6.273 0.932
H 4.211 4.355 2.088
H 3.241 2.085 1.918
H -0.139 2.795 2.541
H -0.809 4.379 2.105
H -1.644 3.344 3.265
```

Calculated values
total energy: -47395.10982 eV
2S+1: 1
charge: +2
HOMO energy (alpha / beta): -13.641 / -13.046 eV

Results of the Löwdin charge analysis, in e, for atoms 1 through 4: atom 1 (H): 0.104, atom 2 (N): -0.049, atom 3 (B): -0.450, atom 4 (N): -0.014

# 3
Computed, not measured: a cluster of 3 separate species, C3H12NOS2 in total in a non-equilibrium geometry, with ωB97M-V/def2-TZVPD.

```
19
Properties=species:S:1:pos:R:3
N 0.307 -1.706 0.626
C 0.511 -0.995 -0.650
C 1.750 -1.540 -1.471
C 0.731 0.508 -0.465
S -0.539 1.195 0.602
S -1.138 2.295 4.907
H -0.048 -2.705 0.494
H -1.443 2.506 3.663
H -0.493 -1.163 1.138
H -0.404 -1.082 -1.289
H 2.681 -1.253 -0.982
H 1.680 -2.630 -1.525
H 1.749 -1.081 -2.504
H 1.757 0.793 -0.095
H 0.732 1.154 -1.400
H -1.843 3.303 5.272
H -1.927 0.836 -1.302
H -2.314 1.029 -2.815
O -1.749 0.535 -2.205
```

Calculated values
total energy: -28501.55692 eV
2S+1: 1
charge: +1
HOMO energy: -12.503 eV

Results of the Löwdin charge analysis, in e, for atoms 1 through 4: atom 1 (N): 0.007, atom 2 (C): -0.537, atom 3 (C): -0.033, atom 4 (C): -0.470

# 4
Computed, not measured: a structure of composition C4H6BF4InO2 in a non-equilibrium geometry, with ωB97M-V/def2-TZVPD.

```
18
Properties=species:S:1:pos:R:3
In 5.584 7.575 10.745
B 4.026 10.132 10.284
F 2.955 10.213 9.407
F 4.128 11.142 11.184
F 3.739 8.658 10.810
F 5.248 9.851 9.575
O 5.733 5.592 8.791
C 4.976 6.109 8.028
O 4.532 7.299 8.456
C 3.781 7.972 7.457
C 4.133 7.196 6.169
C 4.529 5.788 6.660
H 3.998 8.966 7.531
H 2.738 7.873 7.780
H 5.064 7.666 5.793
H 3.358 7.286 5.401
H 5.191 5.298 6.007
H 3.673 5.169 6.570
```

Calculated values
total energy: -25041.86018 eV
2S+1: 1
charge: +2
HOMO energy: -19.991 eV

Results of the Löwdin charge analysis, in e, for atoms 1 through 4: atom 1 (In): 1.889, atom 2 (B): -1.025, atom 3 (F): 0.203, atom 4 (F): 0.254